1.
Density functional theory data (the ωB97M-V functional and the def2-TZVPD basis) for 2 unconnected molecules or ions with the total composition C2H6NO2.

```
11
Properties=species:S:1:pos:R:3:forces:R:3
O -2.898 0.821 0.884 0.2 0.5 -0.1
O 1.029 -0.935 0.122 -0.4 0.2 -0.1
N -1.587 -0.774 -0.181 1.0 1.3 -0.4
C 1.866 0.155 -0.173 0.8 -1.9 0.1
C -1.806 0.371 0.501 -0.8 -1.2 -0.7
H 2.111 0.199 -1.244 -0.3 0.5 -0.1
H -2.284 -0.853 -0.911 -0.6 -0.6 0.4
H 2.814 -0.184 0.284 0.0 0.7 0.0
H -0.882 0.950 0.664 0.2 0.0 0.7
H 1.593 1.121 0.253 -0.3 0.1 -0.1
H 0.044 -0.872 -0.198 0.2 0.2 0.2
```
Forces are in eV/Å.

Summary:
**Energy above the lowest of the compared OMol25 structures with the same formula, charge and spin**: 40.28 kcal per mole
**Total charge**: -1
**Gap between HOMO and LUMO**: 7.7 eV
**Calculated total energy**: -7756.520 eV

Mulliken atomic charge list, values in e, 6 entries: -0.64, -0.60, -0.68, -0.54, 0.21, 0.20

2.
Density functional theory data (the ωB97M-V functional and the def2-TZVPD basis) for C4H7NS2 in the gas phase.

```
14
Properties=species:S:1:pos:R:3:forces:R:3
S 0.830 2.533 -0.048 -0.1 1.4 -0.2
S -1.823 1.404 0.055 -1.4 -2.8 -0.4
N 2.058 -0.116 -0.651 -3.1 -3.5 1.6
C 0.528 -0.080 -0.372 1.0 -0.7 -0.4
C 1.537 -0.362 0.690 -1.4 -2.6 3.9
C -2.048 -0.486 -0.143 -2.7 -0.3 -1.3
C -0.199 1.299 -0.251 3.5 -1.7 0.3
H 2.244 0.803 -0.616 1.5 4.5 -0.4
H -1.465 -0.883 -0.965 -1.0 1.0 -1.3
H 1.585 -1.474 1.200 0.1 2.5 -2.0
H 1.343 0.277 1.643 1.5 -0.1 -2.2
H 0.050 -1.018 -0.673 0.7 1.1 -0.5
H -3.178 -0.779 -0.389 2.5 0.7 1.2
H -1.460 -1.117 0.519 -1.1 0.5 1.6
```
Forces are in eV/Å.

Summary:
**Energy above the lowest of the compared OMol25 structures with the same formula, charge and spin**: 88.15 kcal per mole
**SMILES string**: CSC(=S)[C@@H]1CN1
**Gap between HOMO and LUMO**: 8.6 eV
**Calculated total energy**: -27418.023 eV

Mulliken atomic charge list, values in e, 6 entries: -0.34, -0.04, -0.57, -0.38, -0.40, -1.09

3.
Density functional theory data (the ωB97M-V functional and the def2-TZVPD basis) for C2HN3O3 in the gas phase.

```
9
Properties=species:S:1:pos:R:3:forces:R:3
O -0.414 1.372 -1.567 -0.5 0.1 0.0
O -0.196 -1.412 1.724 0.2 -1.2 0.2
O 1.436 0.011 1.785 1.0 -0.5 0.3
N -0.966 0.211 -1.977 0.0 -0.9 -0.3
N 0.157 1.231 -0.386 1.4 1.1 1.3
N 0.554 -0.599 1.256 -1.9 2.9 -1.1
C -0.676 -0.668 -1.064 -0.3 0.0 -0.1
C 0.037 0.006 -0.042 0.1 -1.7 -0.2
H -0.985 -1.697 -1.147 0.0 0.0 0.0
```
Forces are in eV/Å.

Summary:
**Energy above the lowest of the compared OMol25 structures with the same formula, charge and spin**: 168.40 kcal per mole
**SMILES string**: O=[N+]([O-])c1cnon1
**Gap between HOMO and LUMO**: 11.1 eV
**Calculated total energy**: -12696.819 eV

Mulliken atomic charge list, values in e, 6 entries: -0.01, -0.50, -0.48, -0.29, -0.23, 0.89

4.
Density functional theory data (the ωB97M-V functional and the def2-TZVPD basis) for C4H6N4 in the gas phase.

```
14
Properties=species:S:1:pos:R:3:forces:R:3
N 1.312 1.142 -0.146 2.0 3.8 3.2
N -2.208 -0.032 -0.113 2.2 4.2 0.4
N -1.333 -1.116 -0.307 0.8 -0.6 0.9
N 2.162 0.048 -0.143 0.3 -1.3 -0.3
C 1.494 -1.051 -0.155 0.1 -0.6 -0.7
C 0.044 -0.725 0.166 -1.2 0.9 1.5
C 0.002 0.688 -0.326 -2.4 -0.8 -0.2
C -1.500 1.110 -0.038 0.8 -3.6 0.3
H -1.766 -1.753 0.341 0.2 -1.0 -0.3
H 2.033 -2.038 -0.206 -0.8 1.2 0.2
H -1.880 2.091 0.241 -0.3 -0.4 -0.5
H 0.159 -0.598 1.301 -1.0 -0.7 -0.7
H 1.506 1.699 0.759 -0.4 -1.0 -2.0
H -0.025 0.535 -1.375 -0.4 -0.1 -1.8
```
Forces are in eV/Å.

Summary:
**Energy above the lowest of the compared OMol25 structures with the same formula, charge and spin**: 110.42 kcal per mole
**SMILES string**: C1=NN[C@H]2C=NN[C@H]12
**Gap between HOMO and LUMO**: 9.8 eV
**Calculated total energy**: -10201.151 eV

Mulliken atomic charge list, values in e, 6 entries: -0.08, -0.49, -0.30, -0.58, -0.38, 0.45

5.
Density functional theory data (the ωB97M-V functional and the def2-TZVPD basis) for 2 unconnected molecules or ions with the total composition C3H12NO.

```
17
Properties=species:S:1:pos:R:3:forces:R:3
O 0.993 0.123 0.605 0.1 0.7 -1.2
N -0.501 -1.557 2.063 0.5 0.5 -0.8
C 0.196 0.903 -0.355 -0.1 -0.3 0.2
C 1.017 1.216 -1.597 0.5 -0.8 0.3
C -1.061 0.144 -0.772 0.2 -0.2 -0.1
H -1.828 0.106 0.001 0.0 0.1 -0.1
H -1.236 -1.891 1.402 -0.2 0.0 0.1
H 0.411 1.737 -2.331 0.2 0.3 0.0
H 1.847 0.010 0.169 0.1 -0.3 0.4
H 1.337 0.269 -2.057 -0.3 0.0 0.0
H -0.058 -2.406 2.454 0.2 0.0 0.2
H -0.836 -0.892 -1.054 0.2 0.2 0.1
H 1.954 1.724 -1.360 -0.2 0.4 0.0
H -0.059 1.809 0.196 -0.1 0.1 -0.2
H -1.445 0.619 -1.676 -0.3 0.1 0.2
H 0.200 -0.943 1.505 -0.6 -0.8 0.7
H -0.931 -0.972 2.809 -0.1 -0.1 0.2
```
Forces are in eV/Å.

Summary:
**Multiplicity**: 2
**Energy above the lowest of the compared OMol25 structures with the same formula, charge and spin**: 4.76 kcal per mole
**Gap between HOMO and LUMO (alpha / beta)**: 4.2 / 12.1 eV
**⟨S²⟩**: 0.75
**Calculated total energy**: -6840.205 eV

Mulliken atomic charge list, values in e, 6 entries: -0.20, -3.03, 0.57, -1.51, -1.67, 0.54

6.
Density functional theory data (the ωB97M-V functional and the def2-TZVPD basis) for a molecular structure, C23H50CoN2O2P3.

```
81
Properties=species:S:1:pos:R:3:forces:R:3
Co 1.054 -0.713 -0.090 -0.2 -0.3 -0.9
P -1.436 0.823 1.437 -0.3 -0.1 0.1
P 1.995 1.022 -1.176 2.1 3.4 -0.2
P -0.005 -2.474 -1.259 -0.6 -1.6 -0.9
O -0.245 -0.039 -3.990 0.0 0.1 -0.2
O 3.381 -0.423 -5.684 1.2 1.6 0.1
N 2.676 -1.647 -0.835 0.0 -0.1 -1.3
N -0.261 0.204 0.504 -0.4 0.5 0.6
C 2.729 1.884 0.318 0.0 0.3 0.8
C 3.756 -1.028 -1.382 0.8 -0.3 1.4
C -1.519 -3.453 -0.914 0.0 0.2 0.1
C 4.957 -1.720 -1.515 -0.5 0.5 -0.8
C -0.531 3.377 0.724 0.1 0.1 -0.2
C -0.058 -0.607 3.428 0.1 0.0 0.0
C 3.803 -3.702 -0.870 -0.3 -1.5 0.0
C 2.620 -3.001 -0.816 0.6 0.0 0.8
C -1.487 -0.351 2.906 -0.2 0.3 0.2
C -0.995 2.572 1.956 -0.3 0.0 0.1
C -2.358 0.213 4.039 -0.1 -0.2 0.2
C -2.213 3.272 2.594 0.0 0.1 0.1
C -2.914 1.942 -0.670 -0.1 0.1 -0.1
C -2.970 0.801 0.362 -0.4 0.0 0.3
C 4.978 -3.064 -1.226 0.5 -0.3 0.2
C 1.261 -3.632 -0.633 0.5 -0.1 0.8
C 0.149 -2.786 -3.055 0.1 0.2 -0.3
C -2.057 -1.703 2.463 -0.1 -0.3 0.0
C -4.240 0.924 1.222 -0.2 0.1 -0.1
C 0.151 2.524 2.978 0.2 0.1 0.1
C 1.677 2.493 -2.280 0.0 0.2 -0.5
C -3.052 -0.503 -0.443 0.1 -0.3 -0.2
C 3.651 0.426 -1.743 -0.2 -0.3 -0.6
H -0.002 0.436 -3.190 -0.2 0.2 0.0
H 0.646 -0.780 2.601 -0.1 0.0 0.3
H 1.179 -4.634 -1.081 0.2 0.4 0.0
H 5.909 -3.625 -1.315 -0.3 0.1 0.1
H 2.098 2.584 0.880 -0.2 -0.2 -0.6
H 2.989 1.133 1.080 0.1 -0.1 -0.2
H 3.632 0.535 -5.683 0.0 -1.2 -0.3
H 0.176 4.154 1.049 -0.2 -0.2 -0.1
H -2.632 2.696 3.427 0.1 0.3 -0.2
H 0.997 1.928 2.610 -0.2 0.1 0.2
H -3.182 -1.396 0.175 0.1 0.3 -0.1
H -5.099 1.005 0.538 0.2 0.0 0.3
H 5.814 -1.206 -1.939 0.0 -0.1 0.2
H 3.756 0.465 -2.835 -0.3 0.0 0.0
H -3.370 0.461 3.695 0.3 -0.1 0.2
H 0.507 3.554 3.125 -0.1 -0.3 0.0
H -3.002 3.480 1.862 0.2 0.0 0.2
H -4.231 1.819 1.854 -0.1 -0.3 -0.1
H -2.445 -0.566 4.813 0.0 0.3 -0.2
H 3.657 2.451 0.110 -0.5 -0.4 -0.3
H -1.960 -2.411 3.299 0.0 0.2 -0.1
H 3.779 -4.780 -0.623 0.1 0.7 -0.5
H -4.402 0.044 1.858 0.0 0.2 -0.2
H 1.090 -3.765 0.444 -0.1 -0.1 0.0
H -1.872 4.240 2.992 -0.1 -0.2 -0.1
H 2.523 -0.367 -5.299 -1.4 -0.3 0.3
H -1.395 -4.472 -1.305 0.0 0.3 0.1
H -1.365 3.892 0.235 0.3 -0.2 0.1
H -1.484 -2.120 1.626 -0.1 0.1 0.1
H -0.082 -1.517 4.041 0.0 0.2 -0.1
H -3.737 1.783 -1.383 0.2 0.0 0.2
H 2.610 3.036 -2.523 -0.2 -0.5 0.4
H -3.922 -0.451 -1.115 0.2 0.1 0.2
H -1.973 1.918 -1.238 -0.2 0.1 0.1
H -1.704 -3.497 0.164 -0.1 -0.1 -0.3
H 0.324 0.207 4.050 -0.1 -0.3 -0.2
H 0.267 -3.861 -3.262 -0.1 0.3 0.3
H -1.909 1.094 4.511 -0.1 -0.2 -0.1
H -3.121 -1.666 2.207 0.3 0.0 0.0
H 0.997 3.256 -1.857 0.2 -0.7 0.0
H -3.062 2.935 -0.229 0.1 -0.3 -0.1
H -0.168 2.153 3.961 0.1 0.1 -0.4
H -2.369 -2.983 -1.421 0.1 -0.2 0.2
H 1.019 -2.264 -3.468 -0.3 0.0 0.0
H 4.486 1.050 -1.374 -0.5 -0.4 0.1
H 1.273 2.181 -3.255 0.0 0.0 0.3
H -0.032 2.731 -0.011 -0.1 0.3 0.2
H -0.787 0.562 -4.522 0.1 -0.1 0.2
H -0.756 -2.424 -3.559 0.4 0.0 0.1
H -2.163 -0.631 -1.071 -0.1 0.0 0.1
```
Forces are in eV/Å.

Summary:
**Multiplicity**: 5
**Total charge**: +2
**Gap between HOMO and LUMO (alpha / beta)**: 8.7 / 8.1 eV
**⟨S²⟩**: 6.03
**Calculated total energy**: -97217.047 eV

Mulliken atomic charge list, values in e, 6 entries: -0.71, -0.76, 1.54, 1.31, -0.56, -0.63

Among the records above, which one has the lowest calculated total energy?
C23H50CoN2O2P3